C2H5N3O2 | wB97M-V/def2-TZVPD

```
12
Properties=species:S:1:pos:R:3:forces:R:3:mulliken_charge:R:1
O 1.571077 -1.292760 1.795648 -0.11 -0.84 0.10 -0.398
O 0.729132 -1.721998 -0.833939 0.08 -1.91 -0.84 -0.591
N -1.497288 0.939057 -0.405513 -1.80 3.51 0.50 -0.473
N 1.729030 -0.820646 0.693575 0.92 0.79 1.89 0.054
N -0.373376 -1.059886 -0.905960 2.43 3.37 1.49 0.156
C 0.975094 0.462832 0.633460 -3.32 -0.82 -3.46 -0.447
C -0.405343 0.157542 -0.483952 2.79 0.40 3.22 0.402
H 1.712797 1.089808 0.175434 -0.09 0.99 -0.29 0.329
H -1.175169 -1.365653 -1.303515 -3.02 -2.12 -1.87 0.141
H -2.381608 0.864476 -0.981234 1.90 -0.12 0.89 0.225
H -1.375195 1.919015 0.062823 -0.30 -2.85 -1.42 0.235
H 0.490848 0.828213 1.553175 0.51 -0.40 -0.20 0.365
```
Forces are in eV/Å.

Values from the calculation:
E	-10713.5977	eV
frontier orbital gap (alpha / beta)	8.09 / 8.09	eV